Record 1
This record from the OMol25 dataset describes a 5-piece molecular cluster, C39H78BN2O14S2 overall at a distorted geometry. The level of theory is ωB97M-V/def2-TZVPD.

Calculated values
Strongest force on any atom = 3.02 eV/Å
Frontier orbital gap = 7.37 eV
E_HOMO = -0.200 hartree
E_tot = -3516.8968 hartree
Charge = -1

XYZ file:
```
136
Properties=species:S:1:pos:R:3:forces:R:3
C -3.13208 2.05421 6.50286 -0.340 0.052 0.396
C -2.68621 2.04021 7.95299 0.242 0.176 -0.297
O -1.81570 0.94510 8.14968 -0.112 -0.489 -0.057
C -1.38651 0.79735 9.47004 0.156 0.073 0.226
C -0.09374 1.60513 9.78602 -0.508 0.272 0.223
O 0.37248 2.32569 8.68665 0.466 0.090 0.216
C 1.25639 1.62625 7.81815 -0.268 -0.230 -0.313
C 0.68552 1.64739 6.40021 0.398 -0.594 0.275
O 1.70187 1.86209 5.46847 -0.076 0.338 0.012
C 1.26808 2.50688 4.24362 0.605 -0.062 -0.430
B 1.50206 1.62640 2.89600 -0.577 -0.581 -0.634
C 1.11408 2.54474 1.58508 0.331 0.470 0.598
C 2.21700 3.46632 1.05674 -0.635 -0.131 -0.635
C 1.68672 4.48175 0.02381 0.577 0.078 -0.128
C 2.11347 4.19734 -1.42820 -0.801 0.398 -0.304
N 1.01326 4.28410 -2.41197 0.557 -0.034 -0.317
C 0.55326 0.25197 2.88484 -0.044 1.123 0.585
C -0.88928 0.41682 3.38073 -0.093 -0.848 -0.416
C -1.79101 1.08747 2.36206 -0.196 0.588 0.726
S -3.54423 0.91130 2.91691 0.000 -0.440 -0.235
C -4.37169 0.40535 1.37913 0.278 0.419 0.213
S -4.65826 1.51599 0.24910 -0.172 0.029 -0.211
N -4.74253 -0.94693 1.22639 0.017 -0.125 0.208
C -5.94466 -1.30441 1.99338 -0.033 0.481 -0.105
C -5.77427 -1.61948 3.47291 -0.581 -0.287 -0.037
C -3.62530 -1.86667 1.41598 0.317 -0.152 0.166
C -2.55420 -1.72942 0.34855 0.039 -0.196 -0.335
C 3.08686 1.10793 2.85976 0.387 -0.605 0.411
C 3.29248 0.02362 1.88373 -0.654 0.407 -2.923
O 2.97363 0.01890 0.69976 0.849 -0.234 2.482
O 3.94538 -1.16404 2.42282 -0.768 0.097 0.545
C 3.16224 -2.27811 2.51457 -0.401 -1.165 -2.255
C 2.78119 -2.72679 3.89393 0.415 -0.439 0.092
O 2.82293 -2.92257 1.52254 0.539 1.228 1.716
H -4.16128 2.40133 6.45804 -0.124 0.113 -0.152
H -3.11643 1.04100 6.11688 0.093 -0.117 -0.194
H -2.53228 2.71462 5.89091 0.235 -0.060 -0.219
H -2.15488 2.96073 8.19747 -0.027 0.200 0.136
H -3.55440 1.94935 8.61060 -0.050 -0.095 0.201
H -2.17428 1.10663 10.16064 -0.160 0.085 0.096
H -1.22309 -0.25873 9.66586 0.085 -0.238 -0.221
H -0.32518 2.34021 10.55457 -0.011 0.152 0.097
H 0.65652 0.94504 10.21967 0.273 -0.129 -0.121
H 1.37391 0.59831 8.15630 -0.045 -0.192 0.142
H 2.25200 2.06349 7.82369 0.059 0.395 0.012
H 0.22871 0.67028 6.22522 -0.375 0.005 -0.151
H -0.09270 2.40806 6.37980 -0.068 0.216 -0.145
H 0.22249 2.81343 4.32466 -0.192 -0.027 0.141
H 1.84463 3.43644 4.16610 0.044 0.164 0.092
H 0.73315 1.96363 0.74227 -0.021 -0.190 -0.091
H 0.28903 3.20418 1.88388 -0.205 0.052 -0.013
H 2.73815 3.98056 1.85900 0.073 0.025 0.237
H 2.93198 2.84421 0.52283 0.410 -0.085 0.203
H 0.60086 4.54165 0.04551 -0.204 -0.152 0.170
H 2.04827 5.48006 0.27155 -0.011 0.185 0.102
H 2.55477 3.21269 -1.53871 0.136 -0.175 0.107
H 2.84760 4.92556 -1.74325 0.354 -0.045 0.055
H 0.32372 4.95967 -2.12565 -0.230 -0.054 0.068
H 0.58519 3.38419 -2.55028 -0.346 -0.032 0.161
H 0.48226 -0.11544 1.86124 0.233 -0.400 -0.118
H 1.02653 -0.48916 3.53100 0.013 -0.300 -0.032
H -0.97496 0.92860 4.33540 0.119 0.155 0.135
H -1.30908 -0.58081 3.54221 -0.114 -0.118 0.141
H -1.61263 2.15392 2.34516 0.154 0.196 -0.297
H -1.66658 0.67982 1.37052 -0.076 -0.106 -0.213
H -6.62153 -0.45782 1.90842 -0.158 0.107 -0.111
H -6.43752 -2.12513 1.48124 0.079 -0.313 -0.085
H -6.73613 -1.98395 3.83397 -0.149 -0.057 0.052
H -5.53918 -0.74901 4.06806 0.333 0.169 0.074
H -5.06615 -2.41734 3.65607 0.320 -0.027 0.055
H -3.15954 -1.75034 2.39782 -0.072 0.160 0.212
H -4.03200 -2.87508 1.39279 -0.162 -0.133 -0.030
H -2.46586 -0.71827 -0.03208 -0.051 0.211 -0.006
H -2.74869 -2.36972 -0.50491 -0.131 -0.030 -0.207
H -1.57572 -2.01412 0.72093 0.153 -0.044 0.209
H 3.79562 1.90904 2.64847 -0.051 0.200 -0.249
H 3.36233 0.70735 3.83386 -0.001 0.081 0.194
H 2.72579 -3.80850 3.86310 -0.080 -0.212 0.002
H 3.49767 -2.44785 4.65790 0.081 0.320 0.003
H 1.79725 -2.36737 4.16618 -0.160 0.308 -0.046
O -1.25954 -3.89598 -2.35898 -0.115 0.017 0.112
C -0.09660 -3.61937 -2.19132 0.204 -0.002 -0.139
O 0.23466 -2.38250 -1.83468 -0.156 0.078 0.137
C 1.58111 -2.00635 -1.47485 0.287 0.170 -0.002
C 2.40058 -1.65666 -2.69790 -0.100 -0.100 -0.155
C 0.99230 -4.63475 -2.46125 0.064 -0.150 0.364
H 2.04577 -2.77605 -0.86174 -0.037 0.024 0.016
H 1.48177 -1.12984 -0.84071 -0.131 -0.044 0.041
H 2.51262 -2.50904 -3.37139 0.059 -0.029 0.042
H 3.39211 -1.32049 -2.39696 -0.016 0.029 0.054
H 1.91563 -0.85923 -3.26215 0.022 0.056 0.050
H 1.21483 -4.63524 -3.52871 0.004 0.008 -0.010
H 0.61873 -5.61652 -2.17795 -0.102 0.005 -0.130
H 1.90848 -4.46011 -1.90414 0.032 0.076 -0.111
O -0.44929 -6.26193 -6.49359 0.166 -0.223 -0.009
C -1.22967 -6.59703 -5.64382 -0.291 0.277 0.040
O -1.54583 -7.90396 -5.54457 0.203 -0.218 -0.059
C -2.32855 -8.42816 -4.47118 -0.186 -0.044 0.123
C -3.81395 -8.29405 -4.73406 -0.027 0.099 -0.099
C -1.91204 -5.59445 -4.74798 0.167 -0.267 0.093
H -2.03543 -7.97514 -3.52332 -0.021 0.050 -0.025
H -2.05788 -9.48149 -4.41350 0.070 0.006 -0.074
H -4.11461 -7.24979 -4.81358 0.007 0.012 0.080
H -4.38629 -8.75552 -3.92888 0.011 -0.011 0.008
H -4.07454 -8.78157 -5.67368 0.014 -0.058 0.020
H -2.77508 -5.18456 -5.27323 -0.008 -0.012 -0.017
H -1.21759 -4.79290 -4.53873 -0.005 0.138 -0.110
H -2.23054 -5.99101 -3.78979 -0.102 0.045 -0.017
O -2.82452 -0.37271 -10.21299 -0.101 0.053 -0.122
C -1.99723 -1.01961 -9.63326 0.030 0.051 0.308
O -1.85966 -2.32078 -9.94186 -0.003 -0.114 -0.262
C -0.79485 -3.13856 -9.43906 0.067 -0.112 0.179
C -1.09551 -3.71198 -8.07183 -0.150 0.354 -0.057
C -1.16360 -0.42789 -8.51955 0.337 0.045 -0.215
H 0.14821 -2.58956 -9.45635 -0.027 0.041 0.023
H -0.69977 -3.94631 -10.16290 -0.071 0.041 -0.068
H -1.21310 -2.92427 -7.32542 0.061 0.002 -0.002
H -0.29911 -4.37264 -7.75021 0.040 -0.091 0.021
H -2.02656 -4.27811 -8.09692 0.035 -0.074 -0.039
H -1.73752 -0.46751 -7.59507 -0.007 -0.010 0.018
H -0.96187 0.61172 -8.76424 -0.171 0.044 0.035
H -0.20680 -0.92086 -8.36697 -0.081 -0.081 0.098
O 5.16368 5.56046 -1.81541 0.147 -0.068 0.154
C 5.14981 6.39941 -2.66728 0.214 0.074 -0.132
O 4.25028 6.28992 -3.66416 -0.207 -0.094 0.015
C 4.02233 7.30730 -4.63445 0.026 0.114 -0.162
C 4.99830 7.21750 -5.79003 0.117 -0.052 0.037
C 6.15943 7.52641 -2.69571 -0.252 0.308 0.124
H 4.02339 8.29438 -4.16820 0.056 -0.002 0.008
H 3.00961 7.13106 -4.99261 -0.023 -0.077 0.070
H 6.02672 7.37206 -5.46222 -0.009 0.069 0.007
H 4.76285 7.96642 -6.54713 -0.020 -0.001 -0.001
H 4.94705 6.22941 -6.24663 -0.060 0.004 -0.017
H 7.07230 7.16461 -3.16652 0.009 -0.013 -0.013
H 6.37896 7.80647 -1.66876 0.085 -0.151 0.027
H 5.81845 8.42011 -3.21375 0.056 -0.068 -0.110
```
Forces are in eV/Å.

Record 2
This record from the OMol25 dataset describes a 11-piece molecular cluster, C39H78O21 overall at a distorted geometry. The level of theory is ωB97M-V/def2-TZVPD.

Calculated values
Strongest force on any atom = 3.97 eV/Å
Frontier orbital gap = 9.59 eV
E_HOMO = -0.340 hartree
E_tot = -3112.6637 hartree
Charge = 0
SMILES = COC(=O)OC.COC(=O)OC.COC(=O)OC.COC(=O)OC.COC(=O)OC.C1CCOC1.C1CCOC1.C1CCOC1.C1CCOC1.C1CCOC1.C1CCOC1
ΔE to the lowest compared entry with this formula, charge and spin = 73.80 kcal per mole

XYZ file:
```
138
Properties=species:S:1:pos:R:3:forces:R:3
C -0.75953 -5.56246 0.33702 0.264 -0.416 -0.152
O 0.16702 -5.01947 -0.63294 -0.313 0.523 -1.250
C 0.07542 -5.37710 -1.93475 -0.190 -1.807 -1.636
O -0.60706 -6.29882 -2.39899 1.263 2.210 1.324
O 0.95191 -4.63369 -2.70259 -0.463 0.285 2.145
C 1.21830 -5.07405 -4.03377 -1.669 -1.075 -0.122
H -0.54102 -6.62126 0.47593 0.135 0.081 0.173
H -1.82243 -5.50223 0.10305 0.169 0.373 -0.596
H -0.57348 -4.97652 1.23711 0.090 -0.233 -0.074
H 1.42818 -6.14096 -3.95789 0.504 0.089 -0.419
H 1.95091 -4.47865 -4.57865 0.223 0.041 0.819
H 0.27953 -5.00743 -4.58366 -0.008 0.008 -0.230
C 3.00243 -1.70197 -3.35838 -0.890 0.356 0.486
O 2.77074 -1.70542 -4.80737 -0.533 -0.077 0.042
C 1.54271 -1.77777 -5.36786 -1.389 -0.363 -1.388
O 1.32851 -1.92710 -6.58825 1.002 0.497 3.804
O 0.52539 -1.70114 -4.42256 1.699 0.005 -0.643
C -0.81292 -1.84726 -4.90164 0.283 0.684 0.205
H 3.97488 -2.12424 -3.10515 -0.180 -0.338 -0.646
H 2.19191 -2.18330 -2.81112 0.149 -0.523 -0.347
H 3.00878 -0.71602 -2.89365 -0.010 0.492 -0.758
H -1.46491 -1.41701 -4.14144 0.204 -0.153 0.262
H -1.02516 -2.91101 -5.00885 -0.179 0.167 -0.511
H -0.93080 -1.20471 -5.77418 -0.128 -0.654 -0.364
C 4.41186 3.31088 -3.75804 -0.050 -1.235 -0.125
O 3.18200 3.39927 -3.03780 0.695 1.250 0.970
C 2.10941 2.90849 -3.57276 -1.446 -2.088 -2.591
O 2.08623 2.23855 -4.63140 -0.501 1.860 2.889
O 1.06038 3.22701 -2.76168 0.947 0.977 -0.370
C -0.24004 2.80972 -3.14083 0.097 -2.119 -0.583
H 4.22007 3.31524 -4.83103 0.112 0.492 0.082
H 4.80511 2.31662 -3.54616 0.303 0.011 0.004
H 5.10033 4.06309 -3.37294 -0.367 0.055 -0.190
H -0.66286 3.23258 -4.05216 0.435 0.516 0.061
H -0.95476 2.88020 -2.32089 0.500 0.426 0.172
H -0.08104 1.74765 -3.32747 -0.742 -0.232 -0.170
C 6.21100 0.74446 -0.75935 0.417 1.466 -0.613
O 4.96887 0.89637 -0.12646 -1.341 0.286 1.524
C 4.59501 2.10235 0.44253 1.946 -0.783 -1.485
O 5.29486 3.08050 0.50891 -0.212 -0.096 0.158
O 3.36520 1.95807 0.80239 -1.314 -2.139 0.258
C 2.56436 2.98345 1.32319 1.213 1.414 -0.263
H 7.01340 1.27201 -0.24365 0.011 -0.197 0.305
H 6.08685 1.27969 -1.70074 0.467 -0.334 -0.454
H 6.45649 -0.30574 -0.91715 -0.398 0.110 0.205
H 1.57408 2.59258 1.55699 0.272 0.093 -0.073
H 2.59575 3.75316 0.55205 -0.779 0.261 0.010
H 3.08854 3.43432 2.16583 -0.344 -0.127 0.409
C 1.24438 1.69177 4.35386 -0.633 -0.758 0.527
O 2.22667 0.80019 3.85292 2.075 -2.366 -0.189
C 2.24592 -0.58565 4.10059 -0.805 1.610 -0.189
O 3.12747 -1.34217 3.78407 -0.841 1.249 0.365
O 1.07730 -0.91557 4.69666 -0.099 -0.867 0.152
C 0.74321 -2.32797 4.81604 0.274 -0.203 -0.118
H 1.21449 1.67043 5.44324 -0.066 -0.183 0.011
H 0.28459 1.36371 3.95476 0.015 0.583 0.104
H 1.51707 2.71346 4.08949 0.024 -0.333 -0.453
H 0.18135 -2.53232 5.72745 0.084 0.639 0.090
H 1.62052 -2.97458 4.83415 0.180 0.355 -0.101
H 0.11101 -2.64174 3.98539 0.078 0.293 -0.195
C 3.76933 -4.53982 0.74788 -0.359 -2.275 -2.373
C 3.49399 -3.55295 1.76371 -0.519 1.733 1.357
C 4.31046 -2.38614 1.23017 -0.275 0.063 -0.741
O 4.15266 -2.50737 -0.20859 0.352 0.979 -0.852
C 3.71451 -3.79722 -0.62062 0.489 -0.497 2.340
H 3.03131 -5.33917 0.68104 0.209 -0.404 0.400
H 4.77761 -4.93053 0.88512 -0.010 -0.318 -0.116
H 3.77367 -3.84172 2.77687 0.057 0.023 -0.054
H 2.42764 -3.32718 1.76339 -0.142 0.326 0.109
H 5.35989 -2.49074 1.50556 0.252 -0.211 -0.074
H 4.03223 -1.36947 1.50775 -0.327 -0.237 -0.030
H 4.38442 -4.34480 -1.28356 0.342 0.557 -0.363
H 2.72523 -3.78685 -1.07813 -0.109 0.258 0.167
C -3.58899 1.59468 -1.03739 1.903 -0.727 0.211
C -4.42910 2.79630 -1.32492 0.030 0.668 -0.388
C -4.98068 3.17628 0.06084 -0.412 -0.054 -0.445
O -4.65894 2.08902 0.91325 -0.520 0.396 0.883
C -3.41151 1.61256 0.49506 -0.345 -1.408 -1.448
H -2.59177 1.65846 -1.47279 -0.032 -0.095 -0.307
H -4.00259 0.64426 -1.37465 -0.164 0.108 0.149
H -5.21401 2.58555 -2.05127 -0.156 0.009 0.161
H -3.80758 3.56621 -1.78213 -0.094 0.276 0.170
H -6.05982 3.28242 -0.04999 -0.061 -0.027 0.639
H -4.56474 4.08341 0.49925 0.108 0.253 -0.264
H -3.29881 0.57584 0.81223 0.013 0.044 0.464
H -2.53085 2.17003 0.81407 -0.163 0.503 0.207
C -5.35273 -2.01845 -4.10243 0.136 0.603 -0.675
C -5.93951 -0.96789 -3.12189 -1.192 0.175 -1.762
C -5.58888 -1.47236 -1.81831 -0.957 -1.335 2.472
O -4.36074 -2.08958 -1.98656 2.199 0.058 0.458
C -4.27225 -2.71400 -3.28811 -0.519 0.058 1.402
H -5.05573 -1.49244 -5.00974 0.488 -0.198 0.006
H -6.03138 -2.80127 -4.44113 -0.525 0.367 0.223
H -7.01496 -0.89169 -3.28224 0.007 0.340 0.066
H -5.47219 0.01586 -3.16598 0.010 0.031 -0.820
H -6.27975 -2.18358 -1.36556 -0.584 -0.725 -0.575
H -5.63564 -0.75020 -1.00321 0.989 0.570 -0.178
H -4.56003 -3.74780 -3.09694 0.112 -0.282 -0.406
H -3.22930 -2.70163 -3.60467 -0.186 0.304 -0.131
C 0.07532 5.71262 1.00421 1.160 0.517 -0.473
C -0.47138 6.06415 2.34984 -1.037 -0.737 1.105
C -0.68343 4.66457 3.01656 0.383 0.968 -0.317
O -0.75336 3.69974 1.94946 0.054 0.670 0.143
C -0.58377 4.41036 0.69008 -0.544 -0.811 0.743
H 1.15931 5.60075 1.02755 0.093 0.044 -0.064
H -0.19385 6.44237 0.24060 0.241 0.103 0.007
H -1.43086 6.55566 2.18890 -0.207 -0.041 0.222
H 0.08278 6.68830 3.05087 0.370 0.121 -0.478
H -1.54688 4.70698 3.68045 -0.324 -0.513 -0.306
H 0.16504 4.43456 3.66100 0.144 -0.174 -0.066
H -1.58171 4.62706 0.30893 -0.145 -0.288 -0.400
H -0.00604 3.75825 0.03503 -0.196 0.080 -0.190
C -2.77994 0.70931 6.37012 1.856 0.421 0.465
C -3.08823 0.55932 4.88498 -0.414 0.332 0.232
C -2.32850 1.75876 4.22632 -0.182 -0.678 0.075
O -1.42550 2.30254 5.22630 -0.970 -0.788 0.233
C -1.37488 1.33537 6.31642 0.144 0.287 -0.608
H -2.71257 -0.21920 6.93707 -0.351 -0.058 -0.068
H -3.42785 1.42349 6.87833 -0.311 -0.192 -0.165
H -4.17652 0.52054 4.83767 -0.037 0.540 -0.729
H -2.76544 -0.37828 4.43243 0.331 -0.075 0.341
H -2.98776 2.49838 3.77195 -0.022 0.426 0.629
H -1.75866 1.40816 3.36582 0.326 -0.217 0.017
H -0.94207 1.82681 7.18778 -0.683 0.382 0.170
H -0.63062 0.56363 6.12001 0.016 -0.314 -0.552
C 0.52643 -0.63163 0.94631 0.235 -0.789 0.127
C -0.61332 -1.58142 0.56441 0.116 -0.561 2.683
C -0.85976 -1.35280 -0.86552 0.763 0.759 -0.213
O -0.45098 0.04164 -1.05950 -0.065 0.180 0.268
C 0.22837 0.58728 0.14735 -0.240 -1.144 -1.339
H 1.46867 -1.03840 0.57913 0.112 -0.231 -0.045
H 0.68739 -0.45240 2.00936 -0.391 0.007 0.057
H -1.50802 -1.38221 1.15427 -0.130 0.300 0.146
H -0.31202 -2.58663 0.85915 -0.107 -0.285 -0.418
H -1.90167 -1.51987 -1.13867 -0.010 0.334 -0.223
H -0.21873 -2.05175 -1.40279 0.131 0.306 -0.677
H -0.42456 1.27080 0.69009 0.041 0.337 -0.290
H 1.20065 0.96668 -0.16703 -0.436 0.809 -0.184
```
Forces are in eV/Å.